(1)
Density functional theory data (wB97M-V/def2-TZVPD) for a molecular structure, C21H35CeNOP2Te in a non-equilibrium geometry.

Properties
DFT total energy: -64677.2795 eV
E_HOMO (spin up / spin down): -5.77 / -5.73 eV
molar mass: 647.18 g/mol
charge: 0
E_LUMO (spin up / spin down): -0.67 / -0.64 eV
max |F|: 4.20 eV/A

Geometry as XYZ:
```
62
Properties=species:S:1:pos:R:3:mulliken_charge:R:1
Ce 0.3141 -0.8334 -0.4082 -0.006
P 3.1807 -0.1525 -0.6091 1.063
P -2.6519 0.3807 -0.0708 0.982
N 0.0145 0.1973 -2.1422 0.048
H 1.7845 0.5078 -0.2318 0.003
C 3.8238 -1.5437 -1.6081 -1.245
H 4.9322 -1.5466 -1.5379 0.413
H 3.5248 -1.4505 -2.6685 0.305
H 3.4459 -2.5141 -1.2346 0.275
C 4.2854 0.0332 0.7900 -1.342
H 5.3304 -0.0607 0.4671 0.459
H 4.0491 -0.7380 1.5301 0.319
H 4.1121 1.0049 1.2590 0.356
C 3.3641 1.3415 -1.6726 -1.211
H 4.4395 1.5469 -1.8065 0.471
H 2.8276 2.1470 -1.1342 0.307
H 2.7926 1.1618 -2.6039 0.236
C -3.6277 -0.8495 -1.0311 -1.448
H -4.6992 -0.6827 -0.8402 0.447
H -3.3253 -1.8637 -0.7349 0.238
H -3.4133 -0.7304 -2.1007 0.331
C -3.7033 0.4706 1.4271 -1.334
H -4.7576 0.2992 1.1768 0.465
H -3.6041 1.4428 1.9179 0.292
H -3.3907 -0.2951 2.1441 0.273
C -3.2074 1.8904 -0.9764 -1.183
H -4.3051 1.9035 -1.0703 0.434
H -2.7740 1.8843 -1.9856 0.265
H -2.8764 2.8003 -0.4628 0.319
C -0.0325 1.1001 -3.1569 -0.258
C 0.0381 1.6933 -5.5005 -0.376
C 0.0130 0.7132 -4.5266 -0.398
C -0.0395 2.4794 -2.8212 0.543
C -0.0129 3.4443 -3.8229 -0.826
C 0.0220 3.0563 -5.1768 -0.474
H 0.0678 1.4148 -6.5601 0.326
H 0.0050 -0.3468 -4.7783 0.385
H -0.0768 2.7741 -1.7667 0.139
H -0.0205 4.4980 -3.5485 0.376
H 0.0427 3.8279 -5.9520 0.339
C -0.9497 -3.4377 0.9369 0.478
O -1.5329 -3.0002 -0.1041 -0.569
C 0.3582 -4.1849 0.7131 -0.893
H 1.0551 -4.0758 1.5578 0.320
H 0.9534 -3.7460 -0.1323 0.185
H 0.2161 -5.2533 0.4814 0.376
C -1.2538 -2.8242 2.2661 -0.297
H -2.1573 -3.2756 2.6860 0.384
H -1.4302 -1.7426 2.1318 -0.261
H -0.4074 -2.9272 2.9434 0.283
Te -0.2868 1.8017 1.0893 -0.010
C -0.1436 0.9105 3.0268 0.031
C -1.2324 0.9886 3.9196 -0.525
C -1.1518 0.3347 5.1603 -0.537
C 0.0134 -0.3535 5.5087 -0.478
C 1.1231 -0.3638 4.6461 -0.527
C 1.0458 0.2654 3.3974 -0.203
H -2.1191 1.5613 3.6367 0.389
H -2.0070 0.3662 5.8451 0.376
H 0.0750 -0.8642 6.4676 0.380
H 2.0501 -0.8474 4.9482 0.386
H 1.8898 0.2617 2.7025 0.400
```

=====

(2)
Density functional theory data (wB97M-V/def2-TZVPD) for a molecular structure, C21H35CrFP2 in a non-equilibrium geometry.

Properties
energy above the lowest of the compared OMol25 structures with the same formula, charge and spin: 0.611 eV
multiplicity: 5
DFT total energy: -72049.8093 eV
E_HOMO (spin up / spin down): -6.34 / -5.60 eV
molar mass: 420.45 g/mol
charge: 0
E_LUMO (spin up / spin down): -0.09 / 0.05 eV
max |F|: 7.93 eV/A

Geometry as XYZ:
```
60
Properties=species:S:1:pos:R:3:nbo_charge:R:1
P 0.6051 2.1821 -1.7271 1.272
P -1.9695 0.8962 1.3050 0.841
C -1.1255 2.4603 -1.0280 -0.756
C -1.5401 2.4836 0.5004 -0.688
H -1.8304 1.8214 -1.5857 0.225
H -1.3286 3.4946 -1.3432 0.243
H -0.7671 3.0137 1.0819 0.250
H -2.4446 3.0935 0.6339 0.229
C -3.1412 -0.0269 0.2494 -0.943
H -3.3768 -0.9598 0.7691 0.261
H -2.7007 -0.2802 -0.7310 0.254
H -4.0764 0.5048 0.1101 0.239
C -2.9167 1.3357 2.8184 -0.952
H -3.7640 1.9774 2.5280 0.241
H -2.2758 1.8723 3.5391 0.256
H -3.2848 0.4405 3.3554 0.258
C 1.4246 2.4573 -3.5078 -0.851
H 2.2967 3.1281 -3.4596 0.218
H 0.6720 2.9035 -4.1559 0.199
H 1.8054 1.5717 -4.0236 0.237
C 1.0843 3.9822 -1.5900 -0.957
H 0.6061 4.5180 -0.7692 0.205
H 0.8141 4.5110 -2.5142 0.224
H 2.1643 4.0818 -1.4870 0.233
Cr -0.9131 -0.5228 2.3051 0.833
C 0.3407 0.1466 -2.7384 -0.329
C 1.0505 -0.4655 -3.7536 -0.137
C 2.3179 -1.1913 -3.5477 -0.468
C 3.3136 -0.5597 -2.4647 -0.443
C 3.1750 0.8510 -2.1037 -0.299
C 2.2829 1.4182 -1.1416 -0.467
C 1.4915 0.3320 -0.3436 -0.444
C 0.5211 -0.4533 -1.3291 -0.455
C 1.0105 -0.7577 3.0766 -1.044
H -0.6157 0.6508 -3.0325 0.208
H 0.6183 -0.4438 -4.7604 0.204
H 2.8390 -1.2806 -4.5256 0.217
H 2.1249 -2.2353 -3.2337 0.213
H 3.3306 -1.2629 -1.6110 0.201
H 4.3115 -0.7080 -2.9404 0.217
H 3.9409 1.4701 -2.5951 0.195
H 2.7942 2.1630 -0.5171 0.243
H 0.9011 0.7567 0.5011 0.199
H 2.1846 -0.3178 0.1932 0.223
H 0.8778 -1.4908 -1.3882 0.226
H -0.5221 -0.4909 -0.9277 0.203
H 0.8957 -0.8075 4.1704 0.199
H 1.7008 0.0666 2.8228 0.183
H 1.4997 -1.6956 2.7723 0.208
F -1.6500 -6.4288 4.1792 -0.345
C -1.5875 -5.1180 3.7742 0.383
C -2.1290 -4.1391 4.6065 -0.293
C -2.0295 -2.8037 4.1839 -0.226
C -1.3985 -2.4829 2.9892 -0.456
C -0.8445 -3.4886 2.1914 -0.224
C -0.9294 -4.8419 2.5769 -0.291
H -2.5926 -4.4238 5.5611 0.224
H -2.4488 -2.0269 4.8302 0.189
H -0.3217 -3.2517 1.2739 0.193
H -0.4711 -5.6285 1.9777 0.224
```

=====

(3)
Density functional theory data (wB97M-V/def2-TZVPD) for a molecular structure, C21H35FP2Tc in a non-equilibrium geometry.

Properties
energy above the lowest of the compared OMol25 structures with the same formula, charge and spin: 8.017 eV
multiplicity: 4
DFT total energy: -45807.3609 eV
E_HOMO (spin up / spin down): -12.71 / -12.92 eV
molar mass: 466.46 g/mol
charge: +2
E_LUMO (spin up / spin down): -7.76 / -7.63 eV
max |F|: 6.41 eV/A

Geometry as XYZ:
```
60
Properties=species:S:1:pos:R:3:nbo_charge:R:1
P 0.1004 -2.1770 -2.0844 1.716
P -0.1031 1.6581 -2.0482 1.657
C -0.3796 -0.9289 -3.3674 -0.715
C 0.4074 0.4615 -3.3396 -0.719
H -1.4697 -0.7157 -3.4574 0.256
H -0.1114 -1.4273 -4.3287 0.284
H 1.4998 0.2542 -3.3982 0.266
H 0.1651 0.9796 -4.3000 0.288
C -1.6065 2.3683 -2.8945 -0.930
H -1.9033 3.1722 -2.1719 0.243
H -2.3651 1.5430 -2.9875 0.254
H -1.1708 2.7378 -3.8616 0.245
C 1.1353 2.9830 -2.1683 -0.914
H 0.7979 3.5180 -3.0582 0.265
H 2.1403 2.5460 -2.2618 0.264
H 1.0357 3.5701 -1.2363 0.267
C -1.0752 -3.5137 -2.3945 -0.947
H -0.9477 -4.2143 -1.5489 0.257
H -0.7141 -3.9139 -3.3527 0.240
H -2.0972 -3.1178 -2.4456 0.252
C 1.6226 -2.7894 -3.0104 -0.973
H 2.3503 -1.9387 -3.0823 0.225
H 1.1667 -3.1152 -3.9831 0.231
H 1.9637 -3.6259 -2.3448 0.237
Tc -0.3378 -0.7003 2.8476 1.112
C 0.8199 1.6303 -0.3630 -0.281
C -0.7960 1.7831 -0.5032 -0.632
C -1.7653 0.6887 -0.0410 -0.404
C -1.6293 -0.8056 -0.6271 -0.490
C -0.7142 -2.0750 -0.3257 -0.685
C 0.8568 -2.2925 -0.5669 -0.667
C 1.8028 -1.2617 -0.0354 -0.348
C 1.6458 0.3052 -0.5878 -0.550
C 0.2126 -2.4122 3.7260 -0.938
H 1.1411 2.2379 0.5210 0.269
H -1.2625 2.7915 -0.3481 0.300
H -2.7514 0.9494 -0.4838 0.243
H -2.0502 0.7015 1.0301 0.213
H -2.5293 -1.2450 -0.1739 0.276
H -2.0829 -0.6880 -1.6814 0.190
H -1.2055 -2.9259 0.1917 0.253
H 1.2946 -3.3192 -0.4286 0.296
H 2.7903 -1.4911 -0.4391 0.235
H 2.0280 -1.2896 1.0540 0.220
H 2.5395 0.6815 -0.0672 0.273
H 2.1205 0.1600 -1.6464 0.235
H 1.1390 -2.4051 4.2846 0.260
H 0.3756 -3.1754 2.9529 0.236
H -0.5378 -2.8045 4.4263 0.252
F -0.1330 3.3512 7.2673 -0.303
C -0.1363 2.6594 6.0590 0.450
C 1.0715 2.4591 5.4012 -0.267
C 1.0728 1.7183 4.2218 -0.196
C -0.1304 1.1224 3.7764 -0.313
C -1.3487 1.4242 4.4112 -0.234
C -1.3752 2.1757 5.5916 -0.258
H 2.0405 2.8861 5.8635 0.275
H 1.9538 1.4911 3.6440 0.227
H -2.2429 0.9906 3.9905 0.224
H -2.3183 2.3698 6.1840 0.273
```

=====

Question: Among the records above, which one has the highest molar mass?
Answer: C21H35CeNOP2Te